# C54H53F6NO22

6 unconnected molecules or ions with the total composition C54H53F6NO22 at a distorted geometry (the ωB97M-V functional and the def2-TZVPD basis, the OMol25 dataset).

Last column: Löwdin charge in e.
Cartesian coordinates (Å):
C 0.9416 -4.5837 -4.1588  -0.06
C -0.0697 -4.6321 -3.0530  -0.34
C 0.1479 -3.9141 -1.7471  -0.06
C -1.2579 -5.3173 -3.2348  -0.09
C -2.5458 -4.4882 -3.3399  -0.18
C -3.2838 -4.9680 -4.6133  -0.18
C -3.6813 -3.8188 -5.5368  -0.36
C -4.3115 -4.4645 -6.8010  -0.06
C -4.7627 -2.9441 -4.8726  -0.16
C -5.0827 -1.6726 -5.6605  -0.07
C -4.0683 -0.4772 -5.4898  -0.35
C -3.0512 -0.6802 -4.3741  -0.11
C -2.0636 0.5114 -4.2031  -0.12
C -0.6098 0.0527 -3.9930  -0.06
C 0.3830 0.9563 -4.7108  -0.45
F 0.5856 0.5266 -5.9778  0.12
F -0.0532 2.2332 -4.7373  0.13
C 1.7613 1.0024 -3.9876  -0.55
F 2.6934 1.4434 -4.8526  0.16
F 2.1385 -0.1934 -3.5342  0.17
F 1.7233 1.8901 -2.9884  0.17
O -4.8238 0.7507 -5.3593  0.02
C -5.1916 1.0732 -4.0722  -0.42
O -4.6741 2.0309 -3.5375  0.14
C -6.2698 0.3035 -3.3271  -0.05
C -6.0096 0.2830 -1.8306  -0.18
F -5.1121 -0.7408 -1.5567  -0.04
C -3.3271 -0.3544 -6.8155  -0.14
C -3.8831 0.3672 -7.8696  0.00
C -3.2221 0.4412 -9.0748  -0.14
N -2.0328 -0.0869 -9.3808  0.08
C -1.5316 -0.7676 -8.3483  -0.14
C -2.1036 -0.9498 -7.1073  -0.02
H 1.9571 -4.3776 -3.8175  0.07
H 0.8887 -5.5042 -4.7476  0.08
H 0.6030 -3.7953 -4.8354  0.08
H -0.8399 -3.6989 -1.3266  0.08
H 0.6784 -4.5470 -1.0509  0.07
H 0.6385 -2.9509 -1.9203  0.07
H -1.3006 -6.3979 -3.3323  0.10
H -3.1687 -4.6895 -2.4613  0.11
H -2.3043 -3.4350 -3.4429  0.09
H -4.1445 -5.5895 -4.3594  0.12
H -2.6111 -5.6130 -5.1817  0.10
H -2.8135 -3.2366 -5.8379  0.11
H -4.1220 -3.8916 -7.7078  0.08
H -3.8501 -5.4417 -6.9541  0.07
H -5.3728 -4.6526 -6.6560  0.08
H -5.6651 -3.5610 -4.8960  0.12
H -4.5628 -2.7687 -3.8144  0.10
H -5.0752 -1.9521 -6.7141  0.11
H -6.0858 -1.2997 -5.4805  0.11
H -2.4320 -1.5513 -4.5601  0.08
H -3.5169 -0.8756 -3.4075  0.12
H -2.1963 1.2124 -5.0232  0.12
H -2.3637 1.0494 -3.3086  0.11
H -0.4240 -0.9911 -4.2390  0.12
H -0.3654 0.1656 -2.9345  0.13
H -6.3812 -0.7346 -3.6281  0.11
H -7.2287 0.8042 -3.4735  0.14
H -6.9435 0.0365 -1.3254  0.09
H -5.6596 1.2419 -1.4577  0.12
H -4.8310 0.8683 -7.7455  0.12
H -3.7104 0.9890 -9.8767  0.11
H -0.5596 -1.2241 -8.5171  0.11
H -1.5905 -1.5517 -6.3746  0.10
O 2.3139 -3.5026 0.1405  0.09
C 2.8092 -3.4942 1.2533  -0.30
C 2.0508 -3.7485 2.4682  0.08
C 2.6620 -3.7057 3.6587  -0.23
O 2.0209 -3.9313 4.8012  0.12
C 4.1263 -3.3966 3.7847  -0.32
O 4.6116 -3.3556 4.8997  0.10
C 4.8861 -3.1659 2.5678  0.06
C 4.2772 -3.2109 1.3781  -0.23
O 4.9256 -3.0060 0.2326  0.12
H 0.9974 -3.9678 2.3654  0.14
H 2.6898 -3.8388 5.5058  0.12
H 5.9417 -2.9598 2.6695  0.14
H 4.2572 -3.0914 -0.4727  0.12
O 4.5390 0.8515 7.9502  0.12
C 4.8229 1.0778 6.7893  -0.30
C 4.6749 0.0974 5.7237  0.08
C 5.0193 0.4173 4.4713  -0.22
O 4.9041 -0.4380 3.4561  0.10
C 5.5639 1.7708 4.1196  -0.30
O 5.8718 1.9819 2.9598  0.10
C 5.6910 2.7571 5.1758  0.08
C 5.3455 2.4430 6.4343  -0.23
O 5.4385 3.3016 7.4380  0.10
H 4.2844 -0.8758 5.9866  0.13
H 5.2238 0.0415 2.6675  0.13
H 6.0689 3.7332 4.9066  0.14
H 5.1415 2.8272 8.2551  0.07
O -8.9531 -0.3686 -0.1386  0.09
C -9.0822 0.4183 0.7831  -0.32
C -8.6779 0.1259 2.1467  0.08
C -8.8653 1.0382 3.1101  -0.24
O -8.5140 0.8272 4.3724  0.12
C -9.4920 2.3735 2.8235  -0.31
O -9.6484 3.1462 3.7481  0.12
C -9.8758 2.6735 1.4519  0.08
C -9.6851 1.7621 0.4908  -0.24
O -10.0150 1.9801 -0.7798  0.11
H -8.2297 -0.8382 2.3410  0.14
H -8.7593 1.6377 4.8583  0.12
H -10.3106 3.6428 1.2534  0.14
H -9.7792 1.1646 -1.2598  0.12
O 9.7349 1.3437 1.4672  0.11
C 9.5477 2.4926 1.1114  -0.31
C 8.2276 3.0829 0.9647  0.07
C 8.1036 4.3509 0.5528  -0.23
O 6.9226 4.9440 0.4027  0.12
C 9.3005 5.1974 0.2286  -0.32
O 9.1154 6.3360 -0.1576  0.11
C 10.6231 4.6136 0.3973  0.07
C 10.7465 3.3470 0.8124  -0.24
O 11.9278 2.7611 0.9864  0.11
H 7.3742 2.4644 1.2000  0.11
H 7.1165 5.8494 0.0952  0.12
H 11.4780 5.2370 0.1772  0.14
H 11.7324 1.8531 1.2860  0.12
O 4.8074 3.5162 9.9211  0.09
C 4.0987 4.0198 10.7753  -0.28
C 4.6286 4.6820 11.9518  0.08
C 3.7928 5.2027 12.8603  -0.23
O 4.2208 5.8207 13.9532  0.12
C 2.3012 5.1202 12.7013  -0.31
O 1.6026 5.5983 13.5732  0.12
C 1.7715 4.4755 11.5100  0.08
C 2.6065 3.9576 10.6006  -0.22
O 2.1695 3.3585 9.4961  0.13
H 5.7030 4.7339 12.0564  0.14
H 3.4189 6.0974 14.4364  0.12
H 0.6975 4.4356 11.3977  0.14
H 2.9605 3.0660 9.0091  0.11

The spin multiplicity is 1. As for the energy above the lowest of the compared OMol25 structures with the same formula, charge and spin: 0.0 kcal per mole. The value obtained for the HOMO energy is -7.1 eV. The value obtained for the strongest force on any atom is 0.05532 Eh/bohr. Its electronic energy is -4398.63234 hartree. The frontier orbital gap comes out at 5.31 eV.


# C54H53N6O3PbSSeSi

A molecular structure, C54H53N6O3PbSSeSi at a distorted geometry (the ωB97M-V functional and the def2-TZVPD basis, the OMol25 dataset).

Last column: Löwdin charge in e.
Cartesian coordinates (Å):
Pb -0.7378 -0.4160 -0.8822  1.27
C 2.9070 -4.5842 -2.4813  -0.11
C 2.7833 -4.1670 -1.1678  -0.09
C 1.5642 -3.7451 -0.6803  -0.03
C 0.4270 -3.7162 -1.4944  -0.31
C 0.5647 -4.1661 -2.8174  -0.03
C 1.7899 -4.5747 -3.3013  -0.10
N -0.7335 -3.1099 -1.0936  0.01
C -1.9304 -3.6289 -1.1914  -0.27
C -2.1830 -5.0366 -1.1422  -0.03
C -3.4469 -5.5390 -1.1838  -0.10
C -4.5640 -4.6907 -1.3355  -0.11
C -4.3781 -3.3429 -1.4240  -0.03
C -3.0869 -2.7712 -1.3385  -0.25
N -2.8501 -1.4752 -1.5502  -0.04
N -3.8111 -0.7202 -1.9945  0.08
C -3.4112 0.4501 -2.5405  -0.36
C -4.3807 1.3187 -3.0718  -0.01
C -3.9661 2.3665 -3.8590  -0.07
C -2.6095 2.5369 -4.1214  -0.06
C -1.7176 1.6683 -3.5128  -0.16
N -2.0999 0.6945 -2.7147  0.00
H 3.8647 -4.9025 -2.8658  0.09
H 3.6463 -4.1580 -0.5137  0.10
H 1.4929 -3.4157 0.3397  0.07
H -0.2975 -4.1280 -3.4683  0.11
H 1.8839 -4.8804 -4.3348  0.10
H -1.3298 -5.6954 -1.0314  0.11
H -3.6079 -6.6066 -1.0991  0.10
H -5.5560 -5.1185 -1.3859  0.09
H -5.2012 -2.6593 -1.5792  0.10
H -5.4219 1.1312 -2.8627  0.10
H -4.6915 3.0355 -4.2989  0.10
H -2.2672 3.3095 -4.7925  0.11
H -0.6518 1.7250 -3.6873  0.05
O 4.8878 -2.2150 3.8861  -0.06
C 4.8612 -0.9401 3.2745  -0.21
C 3.6210 -0.8023 2.4326  -0.19
C 3.5686 0.0652 1.3489  0.00
C 2.4126 0.0929 0.5819  -0.11
N 1.3611 -0.6577 0.8359  0.05
C 1.3930 -1.4858 1.8736  -0.22
C 2.5088 -1.5823 2.7051  0.05
C 0.2309 -2.3745 2.0651  -0.23
C 0.3832 -3.6321 2.6535  0.03
C -0.7225 -4.4614 2.7570  -0.18
C -0.5762 -5.8522 3.3243  -0.22
O 0.7074 -6.4018 3.1481  -0.06
C -1.9517 -3.9865 2.3111  0.00
C -1.9987 -2.7275 1.7328  -0.13
N -0.9364 -1.9625 1.5956  0.09
H 5.7848 -2.4111 4.1715  0.09
H 5.7417 -0.7827 2.6376  0.13
H 4.8560 -0.1509 4.0439  0.12
H 4.4064 0.6953 1.0904  0.12
H 2.3352 0.7288 -0.2862  0.07
H 2.5328 -2.2549 3.5488  0.11
H 1.3500 -3.9857 2.9825  0.12
H -1.3415 -6.5065 2.8798  0.12
H -0.7339 -5.8317 4.4089  0.13
H 0.9178 -6.3847 2.2072  0.09
H -2.8396 -4.5962 2.3898  0.11
H -2.9224 -2.3228 1.3455  0.11
O 0.2146 2.1750 -0.4713  -0.63
S 1.1461 3.1404 -1.0539  0.83
C 0.1690 4.2008 -2.2190  -0.28
C -1.0906 4.7348 -1.6389  -0.28
C -1.3246 6.1083 -1.5984  -0.05
C -2.5001 6.6146 -1.0723  -0.10
C -3.4544 5.7536 -0.5553  -0.10
C -3.2209 4.3886 -0.5633  -0.07
C -2.0570 3.8799 -1.1103  -0.04
C 1.2823 4.5015 0.2474  -0.24
C 1.8452 3.8654 1.4564  -0.29
C 3.2160 3.8609 1.6945  -0.05
C 3.7387 3.1773 2.7760  -0.10
C 2.8959 2.4858 3.6307  -0.11
C 1.5316 2.4756 3.3942  -0.07
C 1.0075 3.1580 2.3140  -0.03
H -0.0190 3.5285 -3.0521  0.03
H 0.8519 4.9807 -2.5520  0.10
H -0.5794 6.7857 -1.9946  0.11
H -2.6727 7.6836 -1.0645  0.10
H -4.3777 6.1454 -0.1524  0.10
H -3.9422 3.7033 -0.1415  0.10
H -1.8902 2.8165 -1.0864  0.08
H 0.2797 4.8907 0.4002  0.09
H 1.9381 5.2512 -0.1889  0.10
H 3.8725 4.3970 1.0231  0.11
H 4.8057 3.1792 2.9525  0.10
H 3.3012 1.9413 4.4710  0.09
H 0.8702 1.9229 4.0453  0.10
H -0.0508 3.1168 2.1116  0.10
Se 2.2682 1.6657 -3.6803  0.48
C 3.8373 0.7255 -4.1668  -0.74
C 4.4870 -0.0832 -3.2427  -0.16
C 5.6329 -0.7642 -3.6020  -0.12
C 6.1467 -0.6501 -4.8828  -0.14
C 5.5032 0.1607 -5.8035  -0.13
C 4.3584 0.8455 -5.4496  -0.17
H 4.0858 -0.1790 -2.2439  0.07
H 6.1285 -1.3917 -2.8720  0.09
H 7.0402 -1.1899 -5.1661  0.08
H 5.8971 0.2586 -6.8073  0.09
H 3.8565 1.4769 -6.1685  0.08
C -2.5734 0.5851 4.6494  -0.19
Si -3.2997 1.6675 3.2438  0.47
C -5.2101 1.5236 3.3199  -0.19
C -2.8434 3.5082 3.5283  -0.18
C -2.5963 1.0247 1.6677  -0.23
C -2.0370 0.5086 0.7193  -0.29
H -2.9082 0.8779 5.6417  0.02
H -1.4882 0.6277 4.6331  0.01
H -2.8512 -0.4541 4.4940  0.02
H -5.6184 1.8924 4.2588  0.02
H -5.5185 0.4881 3.2103  0.02
H -5.6741 2.0870 2.5158  0.01
H -3.4746 3.9770 4.2802  0.02
H -2.9547 4.0715 2.6055  0.01
H -1.8104 3.6150 3.8484  0.01

The spin multiplicity is 1. The value obtained for the HOMO energy (spin up / spin down) is -3.4 / -3.4 eV. The value obtained for the strongest force on any atom is 0.04782 Eh/bohr. Its total charge is -1. Its electronic energy is -5925.75119 hartree. The frontier orbital gap (spin up / spin down) comes out at 4.56 / 4.55 eV.